This record from OMol25 describes C3HLi2O2 as an isolated structure at a distorted geometry. The level of theory is ωB97M-V/def2-TZVPD.

The geometry in XYZ format:
```
8
Properties=species:S:1:pos:R:3:forces:R:3
C -1.507 1.796 0.649 -1.608 0.471 -6.408
C 0.580 -1.351 -1.108 0.273 -0.307 0.757
O -2.547 2.504 0.563 1.374 -0.694 2.527
O -0.989 1.325 -0.469 0.073 0.652 4.134
C 0.521 -0.748 -0.028 1.217 -1.194 -0.570
Li 2.466 -1.457 0.576 -0.300 -0.152 -0.630
H 0.555 -1.949 -2.005 -0.131 0.518 0.246
Li 0.921 -0.120 1.822 -0.898 0.706 -0.055
```
Positions in Å, forces in eV/Å.

Values from the calculation:
Multiplicity = 1
Net charge = -1
LUMO (spin up / spin down) = 2.228 / 2.647 eV
Orbital gap (spin up / spin down) = 4.0 / 5.7 eV

=====

This record from OMol25 describes an isolated ion of composition C5H14N2 and charge -1. The level of theory is ωB97M-V/def2-TZVPD.

The geometry in XYZ format:
```
21
Properties=species:S:1:pos:R:3:forces:R:3
N 0.778 1.000 1.087 0.122 -0.111 0.176
C -0.157 0.370 0.150 -0.137 -0.079 -0.127
C 0.616 -0.418 -0.911 -0.055 0.418 0.077
C 1.400 -1.589 -0.331 0.442 0.527 -0.450
C 0.542 -2.775 0.055 0.003 -0.291 0.304
C -1.094 1.361 -0.511 -0.549 0.041 0.141
N -2.014 1.974 0.454 0.124 0.140 0.099
H 0.366 1.063 2.012 -0.047 0.101 -0.027
H 0.970 1.956 0.795 0.035 -0.013 0.001
H -0.784 -0.319 0.721 0.059 -0.079 0.014
H -0.086 -0.714 -1.697 0.021 -0.276 0.001
H 1.307 0.288 -1.380 0.047 -0.002 -0.012
H 1.958 -1.156 0.509 -0.118 -0.364 0.091
H 2.163 -1.891 -1.063 -0.205 -0.121 0.071
H -0.058 -2.577 0.941 -0.065 0.121 0.126
H -0.163 -3.031 -0.736 0.061 -0.055 -0.136
H 1.145 -3.663 0.284 -0.062 0.117 -0.086
H -0.513 2.101 -1.060 0.236 0.134 -0.140
H -1.717 0.834 -1.243 0.076 -0.015 0.012
H -1.481 2.577 1.086 0.050 -0.064 -0.024
H -2.610 2.641 -0.044 -0.040 -0.127 -0.111
```
Positions in Å, forces in eV/Å.

Values from the calculation:
Multiplicity = 2
Net charge = -1
LUMO (spin up / spin down) = 3.829 / 3.634 eV
ΔE to the lowest compared entry with this formula, charge and spin = 0.2 kcal/mol
Orbital gap (spin up / spin down) = 2.5 / 8.9 eV

=====

This record from OMol25 describes a 2-piece molecular cluster, C2H5ClFOP overall at a distorted geometry. The level of theory is ωB97M-V/def2-TZVPD.

The geometry in XYZ format:
```
11
Properties=species:S:1:pos:R:3:forces:R:3
C -1.140 -1.532 0.754 0.861 -3.311 1.202
C 0.351 -1.360 0.575 -3.022 1.248 0.348
O 1.034 -2.029 -0.121 1.434 -0.189 -0.147
F 1.075 2.993 -2.476 -0.463 -0.775 0.168
P 0.298 2.306 -1.231 0.359 1.200 -0.285
Cl 1.296 3.446 0.175 -0.266 -0.416 0.185
H -1.368 -1.454 1.840 -0.147 -0.207 -0.743
H -1.543 -0.738 0.263 -1.317 2.711 -1.190
H -1.560 -2.420 0.234 0.366 0.221 0.772
H 1.079 1.140 -1.085 0.387 -0.032 -0.080
H 0.477 -0.352 1.073 1.808 -0.450 -0.230
```
Positions in Å, forces in eV/Å.

Values from the calculation:
Multiplicity = 1
SMILES string = CC=O.FPCl
LUMO = 0.214 eV
ΔE to the lowest compared entry with this formula, charge and spin = 33.9 kcal/mol
Orbital gap = 10.3 eV

=====

This record from OMol25 describes an isolated ion of composition C5H8N and charge +1 at a distorted geometry. The level of theory is ωB97M-V/def2-TZVPD.

The geometry in XYZ format:
```
14
Properties=species:S:1:pos:R:3:forces:R:3
C -0.768 2.464 2.455 0.009 -0.689 0.157
C -0.432 1.206 2.466 2.095 -1.463 -1.754
C 0.420 0.278 1.954 -0.979 0.193 -0.150
C -0.498 -0.236 -1.846 2.924 3.155 -0.038
C 0.604 -0.321 -0.824 -0.886 -0.918 0.466
N -0.055 -0.567 0.612 0.298 3.832 0.898
H 1.407 -0.091 2.378 -1.374 0.540 -0.729
H -0.792 -1.106 -2.240 -1.561 -3.517 -0.862
H -1.258 0.477 -1.705 -1.119 0.760 0.538
H 0.103 0.183 -2.660 -0.288 0.171 -0.373
H 1.208 0.575 -0.821 0.025 0.124 0.609
H 1.177 -1.181 -1.168 0.437 -0.020 0.960
H -0.107 -1.505 0.927 -0.072 -1.487 -0.025
H -1.008 -0.177 0.472 0.491 -0.681 0.305
```
Positions in Å, forces in eV/Å.

Values from the calculation:
Multiplicity = 1
Net charge = +1
LUMO = -6.464 eV
ΔE to the lowest compared entry with this formula, charge and spin = 159.7 kcal/mol
Orbital gap = 8.8 eV